1.
Below is a cluster of 2 separate species, C4H12 in total, with properties calculated with wB97M-V/def2-TZVPD.

Last columns: bonded neighbours and bond lengths (Å).
Cartesian coordinates (Å):
1 C -1.517 1.325 2.956  C2 1.611, H3 1.129, H4 1.075, H5 1.086
2 C -2.456 0.543 1.907  C1 1.611, H6 1.174, H7 1.087, H8 1.124
3 H -2.169 2.180 3.300  C1 1.129
4 H -0.588 1.592 2.487  C1 1.075
5 H -1.113 0.521 3.565  C1 1.086
6 H -2.206 -0.563 2.213  C2 1.174
7 H -3.475 0.669 2.263  C2 1.087
8 H -2.483 0.723 0.798  C2 1.124
9 C 2.142 -1.242 -1.783  C10 1.559, H11 1.105, H12 1.092, H13 1.112
10 C 1.855 -0.532 -3.141  C9 1.559, H14 1.136, H15 1.070, H16 1.046
11 H 2.982 -0.723 -1.287  C9 1.105
12 H 2.188 -2.328 -1.893  C9 1.092
13 H 1.364 -1.076 -1.006  C9 1.112
14 H 2.739 -0.773 -3.812  C10 1.136
15 H 0.958 -0.799 -3.661  C10 1.070
16 H 1.779 0.484 -2.905  C10 1.046

Net charge = 0
SMILES = CC.CC
HOMO-LUMO gap = 0.4555 Ha
LUMO level = 0.96 eV
ΔE to the lowest compared entry with this formula, charge and spin = 27.86 kcal/mol
E_HOMO = -11.4392 eV
M = 60.14 g/mol

Löwdin population analysis, charges in e, atoms 1 to 2: number 1, C, carries -0.159; number 2, C, carries -0.176

---

2.
Below is a cluster of 2 separate species, C4H12 in total, with properties calculated with wB97M-V/def2-TZVPD.

Last columns: bonded neighbours and bond lengths (Å).
Cartesian coordinates (Å):
1 C 0.253 1.759 -1.363  C2 1.547, H3 1.086, H4 1.088, H5 1.092
2 C 1.316 1.940 -0.254  C1 1.547, H6 1.091, H7 1.090, H8 1.086
3 H -0.602 2.406 -1.188  C1 1.086
4 H 0.611 1.976 -2.368  C1 1.088
5 H -0.105 0.728 -1.366  C1 1.092
6 H 2.305 2.023 -0.709  C2 1.091
7 H 1.299 1.086 0.423  C2 1.090
8 H 1.140 2.821 0.356  C2 1.086
9 C -1.282 -1.959 0.253  C10 1.524, H11 1.088, H12 1.090, H13 1.088
10 C -0.272 -1.743 1.373  C9 1.524, H14 1.093, H15 1.092, H16 1.090
11 H -1.128 -1.201 -0.513  C9 1.088
12 H -1.200 -2.932 -0.232  C9 1.090
13 H -2.305 -1.849 0.607  C9 1.088
14 H -0.478 -2.316 2.280  C10 1.093
15 H -0.275 -0.685 1.644  C10 1.092
16 H 0.724 -2.055 1.058  C10 1.090

Net charge = 0
SMILES = CC.CC
HOMO-LUMO gap = 0.4744 Ha
LUMO level = 1.19 eV
ΔE to the lowest compared entry with this formula, charge and spin = 3.23 kcal/mol
E_HOMO = -11.7221 eV
M = 60.14 g/mol

Löwdin population analysis, charges in e, atoms 1 to 2: number 1, C, carries -0.156; number 2, C, carries -0.154

---

3.
Below is a cluster of 2 separate species, C4H12 in total, with properties calculated with wB97M-V/def2-TZVPD.

Last columns: bonded neighbours and bond lengths (Å).
Cartesian coordinates (Å):
1 C 1.714 -0.906 -0.499  C2 1.577, H3 1.066, H4 1.095, H5 1.095
2 C 0.706 -1.614 0.485  C1 1.577, H6 1.088, H7 1.072, H8 1.068
3 H 1.644 -1.362 -1.460  C1 1.066
4 H 1.361 0.130 -0.493  C1 1.095
5 H 2.738 -1.024 -0.129  C1 1.095
6 H 1.377 -1.902 1.291  C2 1.088
7 H 0.007 -2.232 -0.042  C2 1.072
8 H 0.023 -0.882 0.858  C2 1.068
9 C -1.815 0.941 -0.375  C10 1.552, H11 1.092, H12 1.091, H13 1.081
10 C -0.575 1.464 0.399  C9 1.552, H14 1.071, H15 1.112, H16 1.098
11 H -1.631 -0.057 -0.778  C9 1.092
12 H -2.689 0.975 0.275  C9 1.091
13 H -2.109 1.678 -1.109  C9 1.081
14 H -0.750 1.413 1.455  C10 1.071
15 H 0.321 0.901 0.056  C10 1.112
16 H -0.323 2.479 0.067  C10 1.098

Net charge = 0
SMILES = CC.CC
HOMO-LUMO gap = 0.4576 Ha
LUMO level = 1.19 eV
ΔE to the lowest compared entry with this formula, charge and spin = 25.31 kcal/mol
E_HOMO = -11.2630 eV
M = 60.14 g/mol

Löwdin population analysis, charges in e, atoms 1 to 2: number 1, C, carries -0.135; number 2, C, carries -0.137

---

Q: Which of these has the highest E_HOMO?
A: number 3

---

Q: Number 3 is which compound?
A: C4H12